Entry 1:
This record from the Open Molecules 2025 dataset describes a 2-piece molecular cluster, C7H13N4O3 overall. The level of theory is the ωB97M-V functional and the def2-TZVPD basis.

Output
Energy above the lowest of the compared OMol25 structures with the same formula, charge and spin, kcal per mole: 0.0
Highest occupied orbital energy, eV: -13.933
Net charge: +1
2S+1: 1
LUMO, eV: -3.07
Gap between HOMO and LUMO, eV: 10.86

XYZ file:
```
27
Properties=species:S:1:pos:R:3:forces:R:3
C -1.078673 -0.775298 -1.589963 0.164 0.052 0.021
C -0.103992 -1.823377 -1.089856 0.032 0.092 -0.005
N 1.303225 -1.398361 -1.291632 0.115 -0.075 0.122
C 2.440807 -2.000811 -0.956248 0.025 0.069 -0.120
N 3.509076 -1.303706 -1.323141 -0.053 0.159 0.205
C 3.020030 -0.196558 -1.887427 0.068 -0.290 0.057
N 3.710691 0.839142 -2.422162 -0.279 0.235 0.098
N 1.676262 -0.233033 -1.856789 0.051 0.124 -0.306
H -0.806296 -0.401570 -2.579710 -0.138 -0.156 -0.070
H -2.064424 -1.223869 -1.679990 -0.035 0.027 0.061
H -1.123805 0.060532 -0.894540 -0.104 0.079 -0.076
H -0.211484 -1.960657 -0.015868 -0.111 -0.105 -0.004
H -0.230424 -2.777762 -1.596665 0.086 0.000 -0.027
H 2.460999 -2.962346 -0.468987 -0.038 -0.019 0.004
H 4.415073 1.299684 -1.873654 0.259 -0.247 -0.130
H 3.649433 1.041931 -3.403788 -0.048 0.113 0.030
H 1.016800 0.470791 -2.159198 -0.067 -0.041 0.120
C -1.941518 0.557947 3.297888 -0.006 0.037 0.047
C -2.780055 1.824949 3.311111 -0.023 -0.069 0.034
O -2.256450 2.540798 2.180902 -0.015 0.033 -0.034
C -1.692764 1.668431 1.339050 -0.029 0.009 0.015
O -1.320171 1.923233 0.233401 0.096 -0.067 0.032
O -1.598393 0.440833 1.904201 0.032 0.026 -0.012
H -2.476445 -0.332266 3.613567 -0.022 -0.010 -0.059
H -1.020110 0.662447 3.870813 -0.005 -0.001 0.013
H -3.837579 1.629964 3.134078 -0.003 -0.005 0.009
H -2.659814 2.428931 4.204606 0.050 0.032 -0.026
```
Forces are in eV/Å.

***

Entry 2:
This record from the Open Molecules 2025 dataset describes an isolated ion of composition C7H13N4OS and charge +1. The level of theory is the ωB97M-V functional and the def2-TZVPD basis.

Output
Energy above the lowest of the compared OMol25 structures with the same formula, charge and spin, kcal per mole: 44.6
Highest occupied orbital energy, eV: -11.764
Net charge: +1
2S+1: 1
LUMO, eV: -3.75
Gap between HOMO and LUMO, eV: 8.02

XYZ file:
```
26
Properties=species:S:1:pos:R:3:forces:R:3
C 1.465353 -0.284096 0.617389 -3.141 -1.554 0.083
N -0.050151 -0.349499 -0.047159 4.424 3.352 1.447
C -0.735772 0.897975 0.029501 -0.024 2.848 -0.381
C 0.101260 2.016838 -0.745900 -1.293 -0.536 -0.889
C 0.126113 3.242040 0.200263 1.323 -0.163 -0.916
S -1.383483 3.255452 1.308120 2.038 -1.622 -1.200
C -0.946442 1.419917 1.496252 -0.861 1.616 -2.335
N -0.734153 -1.386989 -0.284439 -0.959 -3.426 -0.149
C -0.243898 -2.576503 -0.785385 0.829 -0.615 -0.514
C -1.369957 -3.361274 -0.952406 1.274 -0.119 0.235
N -1.494700 -4.617875 -1.444952 -0.166 -0.106 0.558
O -2.372738 -2.647757 -0.511625 -2.432 -0.578 -0.216
N -2.037449 -1.404364 -0.079019 1.443 -0.315 -0.351
H 1.385197 -0.393507 1.719239 -0.122 -0.257 -0.833
H 2.025120 -1.053516 0.140161 0.449 -0.614 -0.092
H 1.893709 0.658350 0.398566 -0.052 0.891 -0.467
H -1.635965 0.906277 -0.589575 -0.284 -0.683 0.790
H -0.437133 2.330649 -1.677190 0.132 -0.542 0.777
H 1.025141 1.507982 -1.169415 -0.551 1.344 0.946
H 1.029330 3.043943 0.769214 -0.032 0.534 0.915
H 0.357326 4.143132 -0.393375 -0.661 -0.131 0.550
H -1.822597 1.008685 1.923767 -0.353 -0.903 0.960
H 0.001285 1.378370 1.999160 0.014 -0.259 0.779
H 0.803262 -2.826374 -1.081325 -1.203 0.805 0.504
H -0.534521 -5.062733 -1.509217 -2.340 0.042 -0.072
H -2.440584 -5.132793 -1.382464 2.547 0.990 -0.128
```
Forces are in eV/Å.

***

Entry 3:
This record from the Open Molecules 2025 dataset describes a 2-piece molecular cluster, C7H13NO overall. The level of theory is the ωB97M-V functional and the def2-TZVPD basis.

Output
Energy above the lowest of the compared OMol25 structures with the same formula, charge and spin, kcal per mole: 87.8
Highest occupied orbital energy, eV: -8.333
2S+1: 1
LUMO, eV: 0.82
Gap between HOMO and LUMO, eV: 9.15

XYZ file:
```
22
Properties=species:S:1:pos:R:3:forces:R:3
C 2.116441 0.918478 -1.097822 -1.546 1.789 0.614
C 1.557702 1.064905 0.094258 -0.474 0.417 -0.394
C 0.647745 2.103439 0.576875 -2.611 2.293 -1.417
O 1.837896 0.212411 1.065318 1.460 -1.634 1.537
H 2.720140 0.122501 -1.304513 1.631 -1.886 -0.445
H 1.907813 1.637815 -1.852903 -0.174 0.313 -0.493
H -0.282373 1.759463 1.110287 0.955 -0.395 -0.665
H 1.175940 2.661260 1.343635 0.121 0.695 -0.129
H 0.205335 2.779580 -0.292833 1.317 -1.115 1.893
H 1.449260 0.415607 1.919885 -0.215 0.324 -0.234
C 1.233133 -2.424730 0.156714 3.031 -1.528 0.952
C 0.263409 -1.604689 0.204439 -2.317 0.693 -1.086
N -0.675376 -0.846861 0.050912 2.636 -0.401 0.604
C -1.932302 -1.191071 -0.445881 -3.016 -0.649 0.212
C -2.748644 0.089000 -0.194719 -1.854 -2.181 0.624
H 1.820559 -2.651609 1.052160 -0.702 -0.275 -0.035
H 1.843861 -2.587590 -0.720627 -0.421 0.214 -0.396
H -2.473534 -2.092327 0.058199 1.126 1.351 -0.521
H -1.875832 -1.478793 -1.513464 0.102 0.376 0.384
H -2.257152 0.941126 -0.557242 0.434 1.095 -1.174
H -2.730259 0.247037 0.891662 -0.388 -0.185 -0.109
H -3.803764 -0.074950 -0.544341 0.908 0.689 0.276
```
Forces are in eV/Å.

***

Entry 4:
This record from the Open Molecules 2025 dataset describes one molecule with the formula C7H13NO3Si. The level of theory is the ωB97M-V functional and the def2-TZVPD basis.

Output
Energy above the lowest of the compared OMol25 structures with the same formula, charge and spin, kcal per mole: 18.7
Highest occupied orbital energy, eV: -7.097
2S+1: 1
LUMO, eV: 0.52
Gap between HOMO and LUMO, eV: 7.61

XYZ file:
```
25
Properties=species:S:1:pos:R:3:forces:R:3
C -1.853840 0.298706 -0.210357 1.250 2.110 1.936
Si 0.030307 0.901245 0.051615 -1.943 0.289 -0.668
C 0.941359 1.471533 -1.498363 -2.519 -0.931 0.488
C 0.279639 2.105678 1.401408 0.782 -0.613 0.470
O 0.806349 -0.403705 0.724954 1.037 -1.218 0.260
N 0.917179 -1.630566 0.097831 -1.644 0.392 0.480
C 1.623036 -1.907897 -1.014098 -0.481 -2.966 0.975
O 2.381141 -0.985404 -1.550604 1.473 0.505 -1.315
C 1.473877 -3.277517 -1.172428 1.539 1.696 -1.324
C 0.559642 -3.786901 -0.222626 0.116 0.105 -0.647
C 0.169178 -2.720808 0.509316 0.101 0.498 1.207
O -0.662411 -2.485582 1.559227 0.336 1.647 0.304
H -2.158148 -0.607001 0.283411 0.238 -0.357 0.582
H -2.599536 1.091598 0.034598 0.645 -0.426 -0.008
H -1.971961 0.110343 -1.210665 -0.292 -0.459 -2.742
H 1.951347 1.559000 -1.330673 2.490 0.624 0.725
H 0.881009 0.660481 -2.202065 -0.454 0.066 -0.866
H 0.570506 2.416607 -1.853187 -0.286 0.254 -0.392
H -0.449304 2.821036 1.414118 -2.611 1.890 -0.392
H 0.142207 1.679421 2.382762 0.434 -0.464 0.394
H 1.124806 2.771497 1.377605 1.009 -0.399 -0.068
H 2.337475 -0.230012 -0.974768 0.378 0.588 0.292
H 2.180920 -3.803968 -1.785700 -0.330 -0.409 -0.340
H 0.302620 -4.813511 -0.323393 -0.649 -0.396 0.776
H -0.462007 -1.512837 1.784031 -0.620 -2.028 -0.128
```
Forces are in eV/Å.

***

Entry 5:
This record from the Open Molecules 2025 dataset describes C7H13NO6OsTe as an isolated structure. The level of theory is the ωB97M-V functional and the def2-TZVPD basis.

Output
Highest occupied orbital energy (spin up / spin down), eV: -8.286 / -8.522
2S+1: 5
LUMO (spin up / spin down), eV: 0.31 / -1.62
Expectation value of S²: 6.02
Gap between HOMO and LUMO (spin up / spin down), eV: 8.60 / 6.90

XYZ file:
```
29
Properties=species:S:1:pos:R:3:forces:R:3
Os -0.244753 -1.288556 -1.028013 -0.519 -0.190 -0.836
O -0.709430 1.165018 -1.686548 -0.074 -0.009 0.212
C -0.108086 1.890029 -0.608833 0.096 -0.037 0.095
C 1.247401 1.311979 -0.220696 -0.323 0.205 -0.199
N 1.152025 -0.127924 0.124561 0.371 -0.161 0.188
C 2.349968 -0.844472 -0.372075 0.364 0.118 -0.350
C 2.340549 -0.725333 -1.926363 0.464 0.175 0.476
O 3.340375 -0.410873 -2.524176 -0.165 -0.158 -0.024
O 1.163000 -0.943194 -2.457576 -0.165 -0.076 -0.115
C 0.863732 -0.371882 1.552373 -0.326 -0.379 0.182
C -0.250827 -1.421345 1.802073 0.323 0.410 0.393
O -0.509760 -1.711921 2.945594 -0.020 0.012 -0.219
O -0.868065 -1.905167 0.753565 -0.289 -0.170 -0.042
H -0.223143 1.323676 -2.505159 0.058 -0.122 -0.032
H -0.809640 1.808843 0.219299 -0.011 0.039 0.026
H 0.012747 2.942738 -0.874494 -0.015 -0.007 0.022
H 1.655346 1.884820 0.616131 0.059 -0.095 0.035
H 1.939299 1.419587 -1.057291 0.008 -0.002 0.014
H 2.283354 -1.901031 -0.095119 -0.011 0.047 0.092
H 3.278435 -0.433258 0.032518 -0.028 0.049 -0.053
H 0.503142 0.540816 2.021755 -0.003 0.048 -0.061
H 1.754420 -0.699578 2.091456 0.037 0.062 -0.064
C -3.240730 0.156463 0.622644 -0.086 -0.016 0.082
O -2.202845 0.585318 1.502606 -0.058 0.086 0.055
H -4.204377 0.568782 0.930813 -0.015 0.016 -0.073
H -3.310538 -0.932679 0.586016 0.055 0.004 -0.001
H -2.996879 0.525167 -0.373472 0.002 0.019 0.022
H -2.374753 0.209031 2.373186 0.069 -0.030 -0.039
Te -1.829958 -2.615042 -2.444761 0.200 0.162 0.214
```
Forces are in eV/Å.

***

Result set for calculated total energy: -719.0530 -966.5610 -404.3876 -844.4333 -1139.3737 a.u., one per record in the order listed.